[1]
The following is a quantum chemistry calculation of a 13-piece molecular cluster, C27H80N4O13 overall in a non-equilibrium geometry, from OMol25.

Last column: Löwdin charge in e.
Positions of all 124 atoms, in Å:
C: -1.8520 -0.6000 -3.0854  -0.1360
O: -1.9919 -1.8101 -2.3583  -0.1431
H: -1.4594 -0.5976 -4.1477  0.1057
H: -1.2518 0.0442 -2.5674  0.0246
H: -2.7935 -0.1370 -3.2677  0.0581
H: -1.2029 -2.3656 -2.5669  0.0110
C: -1.2424 -1.5418 3.7695  -0.1030
O: -1.9937 -1.1175 2.6501  -0.1527
H: -0.2483 -1.1315 3.5040  0.0979
H: -1.2359 -2.6087 3.7622  0.0747
H: -1.7111 -1.2241 4.6573  0.0779
H: -1.6867 -1.5409 1.8303  0.0411
C: 3.8134 -0.8899 -1.7369  -0.1511
O: 3.2120 0.3634 -1.6354  -0.1605
H: 4.1848 -1.2830 -0.8005  0.0592
H: 4.7341 -0.7323 -2.3167  0.0948
H: 3.1612 -1.5989 -2.1908  0.0609
H: 2.2723 0.1263 -1.4847  0.0122
C: 1.3704 -0.8051 -4.2999  -0.1355
O: 1.1693 -1.8563 -5.2153  -0.1045
H: 2.3600 -0.5296 -4.5657  0.0985
H: 1.3910 -1.2260 -3.2776  0.0618
H: 0.5525 -0.1372 -4.4634  0.0536
H: 1.8596 -1.8480 -5.8209  0.0547
C: -0.0610 -0.0733 -0.0127  -0.4939
O: 0.8895 -0.6307 -0.8815  -0.1450
N: -1.3073 -0.4232 -0.0649  0.2154
N: 0.2328 0.8524 0.8498  0.2504
H: -1.6022 -1.1529 -0.7193  0.0721
H: -2.0506 0.0564 0.3143  0.0487
H: 1.1999 1.1738 0.7806  0.0776
H: -0.3354 1.2728 1.5375  0.0607
C: -0.0505 -4.0822 -2.0215  -0.5443
O: -0.3614 -5.3699 -1.6849  -0.0908
N: 0.3431 -3.1558 -1.1795  0.2004
N: -0.2409 -3.5480 -3.2383  0.1334
H: 0.4379 -3.4458 -0.1831  0.0808
H: 0.2999 -2.1987 -1.3764  0.0252
H: -0.7667 -4.1541 -3.8884  0.1476
H: 0.3612 -2.8061 -3.7478  0.1191
C: 0.0308 2.1703 4.8322  -0.0203
C: -1.2637 1.8660 4.2256  -0.6590
C: -2.3368 2.9163 4.2773  -0.0267
O: -1.2172 1.4927 3.0340  -0.0547
H: 0.6692 1.3362 4.5892  0.0562
H: -0.0778 2.2483 5.9198  0.1010
H: 0.4666 3.0629 4.3101  0.0903
H: -1.7656 1.0488 4.8046  0.1476
H: -3.2277 2.6187 3.8379  0.0639
H: -2.0523 3.9074 3.9780  0.0701
H: -2.5156 3.0840 5.3216  0.0790
H: -1.3370 0.5265 2.9914  0.0631
C: 1.5600 -4.9395 1.1115  -0.0149
C: 1.0970 -3.6851 1.8000  -0.6027
C: 1.9463 -2.4588 1.5258  -0.0130
O: -0.0869 -3.4014 1.4777  -0.0533
H: 0.8448 -5.7191 1.1253  0.0852
H: 2.2356 -5.3342 1.7858  0.0604
H: 2.0611 -4.8347 0.1774  0.0854
H: 1.0813 -3.8542 2.8593  0.1378
H: 2.2971 -2.4155 0.5134  0.0618
H: 2.8246 -2.4922 2.1590  0.0873
H: 1.3884 -1.5359 1.7553  0.0740
H: -0.6939 -4.0575 1.8352  0.1197
C: 1.2908 4.6412 -0.3139  -0.0349
C: -0.0329 4.5253 0.3668  -0.6642
C: 0.1655 4.2542 1.8785  -0.0217
O: -0.7945 5.4700 0.2239  0.0538
H: 1.2344 4.4684 -1.3949  0.0590
H: 1.9535 3.8144 0.0622  0.0846
H: 1.7532 5.6201 -0.1325  0.0967
H: -0.5258 3.5557 -0.0419  0.1397
H: 0.7217 4.9732 2.4397  0.0779
H: 0.6934 3.3081 2.1092  0.0561
H: -0.7921 4.3136 2.3758  0.0556
H: -1.2515 5.4258 -0.6157  0.1172
C: 0.9627 2.1523 -2.6838  -0.0485
C: 1.6372 2.9085 -3.7649  -0.6423
C: 3.0841 3.2019 -3.3035  -0.0180
O: 1.6081 2.5595 -4.9710  0.0351
H: -0.0381 2.6087 -2.5433  0.0969
H: 1.4905 2.2810 -1.7455  0.0542
H: 0.9495 1.0540 -2.7298  0.0482
H: 1.1464 3.8649 -3.8762  0.1275
H: 3.2476 3.5283 -2.3156  0.0489
H: 3.5215 3.9198 -4.0136  0.0870
H: 3.5865 2.2190 -3.3604  0.0807
H: 0.7382 2.2014 -5.1707  0.1198
C: -3.2663 2.2262 0.6679  -0.0125
C: -2.9494 2.5467 -0.8077  -0.6339
C: -3.8392 1.7440 -1.6800  -0.0555
O: -2.8998 3.7662 -1.1765  0.0297
H: -3.0991 1.1379 0.9524  0.0886
H: -4.3173 2.4809 0.8511  0.0927
H: -2.6770 2.8415 1.3468  0.0641
H: -1.9460 2.0814 -0.9765  0.1189
H: -4.8743 1.8738 -1.4973  0.0767
H: -3.7385 0.6937 -1.5730  0.0578
H: -3.7023 1.9624 -2.7158  0.0824
H: -3.4498 4.2973 -0.5632  0.1431
C: -2.9127 -3.3423 0.4185  -0.0358
C: -3.1506 -4.8097 0.2433  -0.6453
C: -3.8164 -5.1527 -1.0762  -0.0343
O: -2.1420 -5.5339 0.4858  0.0200
H: -2.8720 -3.2311 1.4823  0.0688
H: -3.7514 -2.8112 -0.0370  0.0942
H: -1.9990 -2.9729 -0.1167  0.0662
H: -3.9017 -5.1967 0.9365  0.1413
H: -3.1570 -4.8666 -1.9124  0.0822
H: -4.7951 -4.6598 -1.0768  0.0865
H: -3.9741 -6.2040 -1.1604  0.0732
H: -1.6991 -5.6209 -0.3440  0.0464
C: 2.6005 1.2347 2.9639  -0.0526
C: 3.4831 1.4183 1.7581  -0.5602
C: 4.4342 0.1803 1.6227  -0.0186
O: 2.8707 1.4965 0.6525  -0.0233
H: 3.1803 0.7752 3.8011  0.1052
H: 1.7462 0.5650 2.8502  0.0539
H: 2.2065 2.2027 3.2725  0.0582
H: 4.1432 2.2553 2.0562  0.1494
H: 4.0144 -0.7070 1.2631  0.0250
H: 4.8424 -0.0880 2.5904  0.0796
H: 5.2062 0.4452 0.9020  0.0896
H: 3.5251 1.2854 0.0141  0.0729

Cartesian forces (eV/Å) of the 6 atoms listed first:
C -0.7579 -1.0546 -2.4119
O -0.0766 0.4337 -0.6597
H -0.0053 -1.0808 0.9977
H 1.6251 1.9587 1.4055
H -0.9629 0.1057 0.3967
H -0.9661 0.0764 -0.2925

***

[2]
The following is a quantum chemistry calculation of a 13-piece molecular cluster, C27H80O13 overall in a non-equilibrium geometry, from OMol25.

Last column: Löwdin charge in e.
Positions of all 120 atoms, in Å:
C: 0.8265 5.8264 4.2591  -0.1752
O: 1.0258 4.4511 4.4615  -0.1221
H: 0.0284 6.0263 3.5442  0.0724
H: 0.5656 6.2296 5.2376  0.0727
H: 1.6827 6.4026 3.9084  0.0776
H: 0.2322 3.9787 4.7234  0.0719
C: 0.6681 -0.7372 8.4324  -0.1650
O: 1.5332 -0.7054 9.5455  -0.1320
H: -0.2813 -0.4439 8.8804  0.0762
H: 0.9855 -0.0059 7.6891  0.0727
H: 0.6380 -1.7362 7.9974  0.0786
H: 1.1874 -0.0489 10.1547  0.0694
C: 5.5001 -1.0076 -6.2579  -0.1583
O: 6.7223 -0.6350 -5.6186  -0.1283
H: 5.3553 -0.3781 -7.1359  0.0688
H: 5.4385 -2.0344 -6.6186  0.0761
H: 4.7025 -0.8527 -5.5314  0.0717
H: 6.6385 0.2399 -5.2326  0.0663
C: -3.2789 3.3413 6.8799  -0.1675
O: -2.9665 2.7620 5.6134  -0.1202
H: -4.3653 3.4289 6.8911  0.0757
H: -3.0528 2.7991 7.7981  0.0671
H: -2.7871 4.2892 7.0986  0.0767
H: -3.5553 2.0095 5.5206  0.0704
C: 6.8818 2.6202 -1.3889  -0.1357
O: 6.8573 2.7858 -2.8319  -0.1433
H: 7.7760 3.0620 -0.9493  0.0680
H: 6.0354 3.1998 -1.0205  0.0721
H: 6.8654 1.5690 -1.1014  0.0786
H: 6.6740 3.6981 -3.0681  0.0640
C: -1.0716 -5.5303 3.7690  -0.1900
O: -0.4559 -5.8072 2.5495  -0.1113
H: -1.9772 -4.9422 3.6200  0.0746
H: -1.3247 -6.5066 4.1824  0.0793
H: -0.4187 -5.0418 4.4923  0.0736
H: -0.1379 -4.9594 2.2306  0.0711
C: 0.4358 -0.2732 1.7174  -0.0434
C: 0.9138 -0.8858 0.3609  -0.4823
C: 1.9309 -0.0648 -0.3938  -0.0710
O: 1.5443 -2.0865 0.7548  -0.0728
H: -0.4388 -0.8080 2.0877  0.0710
H: 0.1725 0.7577 1.4807  0.0695
H: 1.1586 -0.2541 2.5331  0.0769
H: 0.1493 -1.1799 -0.3583  0.1363
H: 2.4012 -0.6225 -1.2036  0.0820
H: 2.7181 0.2969 0.2677  0.0819
H: 1.5137 0.7930 -0.9212  0.0781
H: 2.3580 -1.7468 1.1343  0.0749
C: 1.1878 -6.3391 -3.1614  -0.0574
C: 2.7092 -6.0984 -3.1158  -0.4928
C: 3.4289 -7.0732 -2.1689  -0.0440
O: 3.1375 -6.3405 -4.4375  -0.0673
H: 0.9879 -7.4078 -3.0846  0.0773
H: 0.8147 -5.9211 -4.0964  0.0708
H: 0.6934 -5.7926 -2.3583  0.0741
H: 2.8725 -5.0406 -2.9097  0.1286
H: 3.0106 -8.0706 -2.3041  0.0764
H: 3.2814 -6.7767 -1.1304  0.0779
H: 4.5021 -7.0370 -2.3562  0.0768
H: 2.6771 -5.7235 -5.0111  0.0797
C: -6.2667 -1.0216 1.4494  -0.0649
C: -6.9293 -0.1553 2.4876  -0.4878
C: -8.3176 -0.5932 2.8846  -0.0715
O: -6.1514 -0.3751 3.6514  -0.0766
H: -5.1898 -0.8930 1.3403  0.0797
H: -6.7093 -0.7386 0.4943  0.0768
H: -6.4393 -2.0849 1.6157  0.0829
H: -6.8407 0.9137 2.2942  0.1396
H: -8.4964 -1.6555 3.0506  0.0853
H: -9.0909 -0.2805 2.1828  0.0811
H: -8.6398 -0.1581 3.8306  0.0825
H: -6.6203 -1.0521 4.1447  0.0740
C: 4.6772 -3.7194 4.9044  -0.0548
C: 5.7090 -2.6094 4.6644  -0.4924
C: 7.1037 -3.1230 4.5982  -0.0771
O: 5.4108 -1.9628 3.4108  -0.0633
H: 3.6620 -3.3891 4.6847  0.0742
H: 4.7560 -4.0944 5.9248  0.0792
H: 4.8846 -4.5364 4.2133  0.0790
H: 5.5599 -1.8894 5.4691  0.1329
H: 7.8881 -2.3669 4.6284  0.0782
H: 7.3093 -3.7617 3.7391  0.0860
H: 7.3343 -3.7975 5.4227  0.0786
H: 5.5070 -1.0143 3.5236  0.0808
C: -3.3364 -0.2685 -4.6368  -0.0747
C: -3.4648 -1.6398 -5.2472  -0.4970
C: -4.8462 -1.9036 -5.7640  -0.0671
O: -2.6051 -1.6392 -6.3857  -0.0629
H: -3.6231 0.5228 -5.3293  0.0807
H: -2.2887 -0.0335 -4.4491  0.0808
H: -3.8957 -0.1059 -3.7154  0.0801
H: -3.1050 -2.3637 -4.5160  0.1426
H: -5.5514 -1.5805 -4.9982  0.0742
H: -5.1626 -2.9351 -5.9185  0.0825
H: -5.1166 -1.2280 -6.5755  0.0854
H: -2.9496 -0.9331 -6.9372  0.0755
C: -5.3889 7.2555 0.3921  -0.0578
C: -4.8160 5.9072 0.8843  -0.4865
C: -3.5652 5.4786 0.1115  -0.0640
O: -4.5258 6.0337 2.2806  -0.0553
H: -6.2332 7.5133 1.0314  0.0743
H: -5.6702 7.1977 -0.6594  0.0792
H: -4.6832 8.0652 0.5782  0.0772
H: -5.6349 5.2063 0.7224  0.1243
H: -3.2299 4.4791 0.3887  0.0733
H: -2.7948 6.2388 0.2402  0.0792
H: -3.6616 5.4997 -0.9740  0.0728
H: -4.2961 5.1908 2.6786  0.0827
C: 1.7447 3.2735 -8.7417  -0.0534
C: 0.8273 2.9890 -7.5370  -0.5442
C: 1.1825 3.8411 -6.3754  -0.0700
O: -0.4437 3.3645 -7.9027  -0.0412
H: 2.8037 3.0506 -8.6119  0.0742
H: 1.7480 4.3405 -8.9643  0.0803
H: 1.3750 2.7024 -9.5933  0.0733
H: 0.8545 1.9339 -7.2650  0.1350
H: 1.0896 4.8843 -6.6772  0.0835
H: 2.1964 3.7409 -5.9878  0.0849
H: 0.4546 3.7644 -5.5676  0.0813
H: -0.8065 2.8642 -8.6374  0.0962

Cartesian forces (eV/Å) of the 6 atoms listed first:
C -1.1466 0.3955 0.7786
O 1.3003 -0.7009 -0.6343
H -0.2004 0.0160 0.0013
H -0.2315 0.6095 -0.0839
H 0.4613 -0.8147 0.0011
H -0.2336 0.4627 -0.0646

***

Number 1: orbital gap 0.358 hartree, LUMO 0.0158 Eh. Number 2: orbital gap 0.359 hartree, LUMO 0.0007 Eh.